An isolated ion of composition C5H11NO and charge +1 at a distorted geometry, computed with ωB97M-V with the def2-TZVPD basis set.

Structure (ORCA input):
```
! RIJCOSX wB97M-V def2-TZVPD def2/J DEFGRID3
* xyz 1 2
C 1.806 -0.637 0.335
O 1.290 -1.024 1.593
C 0.572 -0.310 -0.531
C -0.707 0.138 0.221
C -1.451 1.233 -0.495
C -2.007 2.238 0.154
N 0.285 -1.495 -1.323
H 2.432 -1.403 -0.116
H 2.411 0.244 0.505
H 2.034 -1.181 2.190
H 0.696 0.479 -1.281
H -1.300 -0.736 0.508
H -0.359 0.462 1.204
H -1.633 0.979 -1.538
H -2.863 2.866 -0.064
H -1.786 2.337 1.219
H 1.101 -2.095 -1.472
H -0.520 -2.094 -1.109
*
```

Expectation value of S² ... 0.754
Largest force on an atom ... 2.0 eV/Å
M ... 101.15 g/mol
Lowest unoccupied orbital energy (alpha / beta) ... -3.27 / -8.57 eV
HOMO level (alpha / beta) ... -13.62 / -13.59 eV
ΔE to the lowest compared entry with this formula, charge and spin ... 2.830 eV